[1]
# C24H39GeN2O3PtSi3

A structure of composition C24H39GeN2O3PtSi3 (the ωB97M-V functional and the def2-TZVPD basis, the Open Molecules 2025 dataset).

The geometry in ORCA input format:
```
! RIJCOSX wB97M-V def2-TZVPD def2/J DEFGRID3
* xyz 2 2
Pt 0.891 0.780 0.216
C 5.231 -0.374 0.196
O 5.702 0.991 0.180
C 4.973 2.068 0.122
C 5.718 3.267 0.070
C 5.090 4.468 -0.018
C 3.676 4.518 -0.062
C 2.891 3.388 -0.002
C 1.458 3.618 -0.072
N 0.575 2.694 -0.014
N -0.771 3.035 -0.121
C -1.552 2.008 -0.025
O -1.087 0.766 0.173
C -3.009 2.166 -0.107
C -3.564 3.419 -0.368
C -4.939 3.554 -0.441
C -5.763 2.452 -0.253
C -5.213 1.205 0.012
C -3.838 1.063 0.086
C 3.510 2.095 0.109
O 2.906 0.968 0.200
H 6.139 -0.966 0.190
H 4.635 -0.565 -0.692
H 4.655 -0.553 1.098
H 6.796 3.181 0.096
H 5.658 5.386 -0.063
H 3.195 5.485 -0.145
H 1.105 4.639 -0.185
H -2.919 4.273 -0.513
H -5.372 4.524 -0.644
H -6.837 2.566 -0.310
H -5.857 0.349 0.165
H -3.400 0.099 0.305
C 2.236 -0.628 2.847
Si 0.519 -1.225 2.437
C -0.807 -0.271 3.316
C 0.469 -3.066 2.735
Ge -0.325 -1.371 0.013
Si 0.411 -1.234 -2.377
C 0.323 -2.997 -2.973
C 2.152 -0.620 -2.636
C -0.864 -0.106 -3.134
Si -2.320 -2.850 0.034
C -3.318 -2.379 -1.458
C -1.536 -4.528 -0.105
C -3.296 -2.610 1.596
H 2.439 -0.917 3.884
H 2.369 0.450 2.771
H 2.974 -1.127 2.220
H -0.539 -0.179 4.372
H -1.772 -0.771 3.266
H -0.917 0.736 2.915
H 0.820 -3.222 3.760
H 1.146 -3.623 2.084
H -0.530 -3.494 2.657
H 0.961 -3.664 -2.390
H 0.707 -3.006 -3.998
H -0.685 -3.409 -2.996
H 2.871 -1.234 -2.090
H 2.281 0.423 -2.347
H 2.388 -0.706 -3.700
H -1.840 -0.589 -3.191
H -0.572 0.156 -4.154
H -0.972 0.823 -2.572
H -2.859 -2.680 -2.398
H -3.544 -1.313 -1.505
H -4.273 -2.909 -1.370
H -0.996 -4.640 -1.045
H -2.322 -5.290 -0.102
H -0.865 -4.759 0.721
H -3.554 -1.566 1.779
H -2.803 -3.012 2.480
H -4.237 -3.156 1.468
*
```

Results
E_HOMO (alpha / beta) = -13.8 / -13.8 eV
Kohn-Sham gap (alpha / beta) = 7.2 / 5.6 eV
electronic energy = -4337.35722 hartree

Atomic partial charges in e from the Mulliken method, atoms 1 to 4: number 1, Pt, carries 0.5624; number 2, C, carries -0.4743; number 3, O, carries -0.3924; number 4, C, carries 0.3709

***

[2]
# C8H11N2O4S

A cluster of 2 separate species, C8H11N2O4S in total in a non-equilibrium geometry (the ωB97M-V functional and the def2-TZVPD basis, the Open Molecules 2025 dataset).

The geometry in ORCA input format:
```
! RIJCOSX wB97M-V def2-TZVPD def2/J DEFGRID3
* xyz -1 1
O 5.067 -2.814 1.640
S 4.660 -2.299 0.255
O 5.148 -3.322 -0.751
O 5.352 -0.838 0.073
C 2.818 -2.271 0.229
C 1.932 -0.972 0.274
C 0.412 -1.208 0.290
N -0.345 -2.402 0.247
C 0.407 -3.602 0.171
C 1.940 -3.560 0.161
H 2.423 0.061 0.330
H -0.221 -0.235 0.356
H -0.121 -4.609 0.143
H 2.498 -4.560 0.116
C -1.180 2.820 -0.029
O -0.393 1.903 -0.157
N -2.521 2.744 -0.265
C -3.399 3.882 -0.089
C -3.086 1.482 -0.705
H -0.854 3.820 0.301
H -4.157 3.636 0.658
H -3.885 4.108 -1.042
H -2.840 4.759 0.243
H -2.882 0.716 0.047
H -2.611 1.185 -1.643
H -4.163 1.575 -0.852
*
```

Results
E_HOMO = -4.9 eV
Kohn-Sham gap = 7.0 eV
electronic energy = -1120.02337 hartree
energy relative to the best compared isomer or geometry (same formula, charge and spin) = 292.1 kJ/mol

Atomic partial charges in e from the natural (NBO) method, atoms 1 to 4: number 1, O, carries -0.9837; number 2, S, carries 2.2060; number 3, O, carries -0.9726; number 4, O, carries -0.9653

***

[3]
# C4H5NO2

An isolated molecule of C4H5NO2 in a non-equilibrium geometry (the ωB97M-V functional and the def2-TZVPD basis, the Open Molecules 2025 dataset).

The geometry in ORCA input format:
```
! RIJCOSX wB97M-V def2-TZVPD def2/J DEFGRID3
* xyz 0 1
C 1.283 -1.242 0.063
C 0.462 -0.022 0.006
C 0.587 1.258 0.118
O -0.971 1.819 0.208
N -1.603 0.946 -0.766
C -1.132 -0.091 0.016
O -1.696 -1.080 0.429
H 0.922 -1.896 0.860
H 1.214 -1.782 -0.885
H 2.331 -1.006 0.261
H 1.219 2.051 0.461
H -2.614 1.044 -0.769
*
```

Results
E_HOMO = -9.6 eV
structure (SMILES) = Cc1co[nH]c1=O
Kohn-Sham gap = 10.5 eV
electronic energy = -360.50413 hartree
energy relative to the best compared isomer or geometry (same formula, charge and spin) = 434.0 kJ/mol

Atomic partial charges in e from the natural (NBO) method, atoms 1 to 4: number 1, C, carries -0.6449; number 2, C, carries -0.1192; number 3, C, carries 0.1193; number 4, O, carries -0.4306

***

[4]
# C4H8NO

A structure of composition C4H8NO in a non-equilibrium geometry (the ωB97M-V functional and the def2-TZVPD basis, the Open Molecules 2025 dataset).

The geometry in ORCA input format:
```
! RIJCOSX wB97M-V def2-TZVPD def2/J DEFGRID3
* xyz 1 1
C 1.523 -0.543 -0.976
C 2.604 0.249 -1.193
C -0.040 -0.843 0.151
C -2.146 -0.043 0.977
N -0.807 0.109 0.448
O -0.248 1.363 0.383
H -0.634 1.955 1.163
H 1.567 -1.498 -1.419
H 3.350 0.116 -1.951
H 2.815 1.247 -0.665
H -0.406 -1.929 0.028
H -2.619 0.647 0.168
H -2.357 0.132 2.045
H -2.600 -0.963 0.841
*
```

Results
E_HOMO = -14.6 eV
Kohn-Sham gap = 9.7 eV
electronic energy = -286.73441 hartree
energy relative to the best compared isomer or geometry (same formula, charge and spin) = 546.3 kJ/mol

Atomic partial charges in e from the natural (NBO) method, atoms 1 to 4: number 1, C, carries -0.1700; number 2, C, carries -0.3322; number 3, C, carries 0.2267; number 4, C, carries -0.4710

***

[5]
# C7H21ClCoN7O18

A structure of composition C7H21ClCoN7O18 in a non-equilibrium geometry (the ωB97M-V functional and the def2-TZVPD basis, the Open Molecules 2025 dataset).

The geometry in ORCA input format:
```
! RIJCOSX wB97M-V def2-TZVPD def2/J DEFGRID3
* xyz 1 4
Co -1.837 -3.956 -1.951
Cl 0.098 0.675 -1.096
O 1.417 0.116 -1.209
O -0.263 0.844 0.273
O 0.095 1.923 -1.846
O -0.869 -0.239 -1.711
C -4.785 3.481 -1.788
N -5.937 4.300 -2.172
O -6.341 5.190 -1.398
O -6.358 4.110 -3.321
H -5.263 2.579 -1.404
H -4.217 4.073 -1.071
H -4.277 3.135 -2.688
C 3.990 0.933 -5.611
N 3.501 -0.365 -6.034
O 2.470 -0.398 -6.687
O 4.145 -1.311 -5.785
H 4.608 0.709 -4.741
H 3.094 1.461 -5.285
H 4.563 1.305 -6.460
C 4.229 3.299 1.104
N 3.759 4.337 0.161
O 2.854 5.124 0.457
O 4.336 4.323 -0.933
H 5.035 3.809 1.631
H 4.644 2.417 0.616
H 3.469 3.191 1.878
C 4.445 -4.403 -1.944
N 3.321 -4.897 -1.228
O 3.524 -5.827 -0.511
O 2.199 -4.471 -1.494
H 5.260 -4.225 -1.242
H 4.210 -3.395 -2.285
H 4.634 -5.055 -2.797
C -2.392 1.612 5.470
N -3.231 0.850 6.464
O -2.794 0.561 7.589
O -4.389 0.689 6.112
H -1.973 0.815 4.856
H -1.538 2.148 5.882
H -3.074 2.248 4.905
C -6.606 -2.023 0.923
N -6.014 -2.040 -0.465
O -6.659 -1.448 -1.301
O -5.020 -2.683 -0.745
H -5.768 -1.811 1.588
H -7.038 -2.982 1.209
H -7.228 -1.131 1.000
C 2.872 -3.092 3.289
N 2.886 -1.763 3.995
O 3.752 -0.988 3.580
O 2.043 -1.495 4.837
H 2.181 -3.719 3.853
H 3.815 -3.633 3.219
H 2.423 -2.907 2.313
*
```

Results
E_HOMO (alpha / beta) = -12.7 / -12.7 eV
Kohn-Sham gap (alpha / beta) = 6.0 / 3.9 eV
electronic energy = -3858.40065 hartree
energy relative to the best compared isomer or geometry (same formula, charge and spin) = 292.0 kJ/mol

Atomic partial charges in e from the natural (NBO) method, atoms 1 to 4: number 1, Co, carries 0.9973; number 2, Cl, carries 2.4555; number 3, O, carries -0.5634; number 4, O, carries -0.7209

***

[6]
# CHBaLiO2

A structure of composition CHBaLiO2 in a non-equilibrium geometry (the ωB97M-V functional and the def2-TZVPD basis, the Open Molecules 2025 dataset).

The geometry in ORCA input format:
```
! RIJCOSX wB97M-V def2-TZVPD def2/J DEFGRID3
* xyz 1 2
O -0.395 0.676 0.591
H -0.662 1.520 0.207
Ba 2.225 0.810 1.043
O -2.730 -1.124 -1.454
C -2.547 -0.437 -0.563
Li -1.926 -0.118 1.634
*
```

Results
E_HOMO (alpha / beta) = -8.2 / -13.9 eV
Kohn-Sham gap (alpha / beta) = 4.5 / 10.1 eV
electronic energy = -221.98144 hartree

Atomic partial charges in e from the natural (NBO) method, atoms 1 to 4: number 1, O, carries -1.4130; number 2, H, carries 0.4632; number 3, Ba, carries 0.9900; number 4, O, carries -0.4294

***

[7]
# C16H16AsGeN2PdS7

A structure of composition C16H16AsGeN2PdS7 in a non-equilibrium geometry (the ωB97M-V functional and the def2-TZVPD basis, the Open Molecules 2025 dataset).

The geometry in ORCA input format:
```
! RIJCOSX wB97M-V def2-TZVPD def2/J DEFGRID3
* xyz -1 3
Pd 0.986 1.152 -1.678
S 3.920 -2.600 -1.294
As 2.744 -0.904 -1.501
S 3.681 0.927 -2.108
S 1.163 -0.974 -3.142
S 1.581 -0.269 0.236
S -0.743 2.141 -3.108
C -0.809 2.690 -1.555
N -0.967 3.139 -0.490
S 2.239 3.683 -1.602
C 2.516 3.385 0.027
N 1.647 3.619 1.004
C 1.995 3.132 2.326
C 3.516 3.113 2.395
S 4.075 2.907 0.667
H 0.654 3.683 0.734
H 1.589 2.126 2.467
H 1.567 3.790 3.083
H 3.897 2.279 2.980
H 3.928 4.049 2.771
Ge -0.688 -0.875 -1.657
C -1.927 0.096 -0.420
C -3.213 0.253 -0.924
C -4.242 0.698 -0.106
C -3.991 0.982 1.227
C -2.702 0.866 1.726
C -1.673 0.431 0.903
C -0.493 -2.703 -0.915
C -0.604 -2.950 0.450
C -0.382 -4.221 0.960
C -0.039 -5.259 0.106
C 0.054 -5.030 -1.258
C -0.171 -3.758 -1.763
H -1.628 -1.040 -2.880
H -3.399 0.033 -1.969
H -5.239 0.813 -0.516
H -4.798 1.307 1.874
H -2.497 1.107 2.762
H -0.667 0.365 1.294
H -0.846 -2.133 1.119
H -0.455 -4.397 2.027
H 0.168 -6.245 0.503
H 0.335 -5.834 -1.928
H -0.078 -3.571 -2.826
*
```

Results
E_HOMO (alpha / beta) = -4.9 / -5.3 eV
Kohn-Sham gap (alpha / beta) = 7.3 / 5.9 eV
electronic energy = -7956.82252 hartree

Atomic partial charges in e from the natural (NBO) method, atoms 1 to 4: number 1, Pd, carries 0.4864; number 2, S, carries -0.6400; number 3, As, carries 0.9294; number 4, S, carries -0.3374

***

[8]
# C15H11BrN11W

A structure of composition C15H11BrN11W (the ωB97M-V functional and the def2-TZVPD basis, the Open Molecules 2025 dataset).

The geometry in ORCA input format:
```
! RIJCOSX wB97M-V def2-TZVPD def2/J DEFGRID3
* xyz 1 3
W 0.028 -0.868 0.921
N 1.275 -2.008 -2.166
C -0.054 -1.702 -2.092
N -0.910 -1.704 -3.080
N -2.077 -1.309 -2.529
N -1.956 -1.068 -1.287
N -0.651 -1.319 -0.940
C 2.132 -1.815 -1.134
N 3.417 -2.050 -1.158
N 3.867 -1.707 0.070
N 2.951 -1.270 0.819
N 1.762 -1.312 0.086
H 1.654 -2.327 -3.046
Br -4.435 2.960 0.972
C -2.622 2.630 0.649
C -1.766 3.634 0.215
C -0.434 3.324 -0.022
C 0.007 2.040 0.207
N -0.824 1.081 0.666
C -2.122 1.357 0.851
H -2.137 4.637 0.060
H 0.258 4.074 -0.375
H 1.042 1.756 0.055
H -2.770 0.546 1.157
C -0.220 -2.182 2.563
C -0.193 -0.906 3.287
C -1.378 -0.281 3.740
C -1.386 1.057 4.057
C -0.224 1.832 3.893
C 0.956 1.244 3.474
C 0.976 -0.118 3.153
C -0.288 3.249 4.110
N -0.365 4.389 4.225
H -1.133 -2.768 2.630
H 0.693 -2.779 2.623
H -2.279 -0.873 3.850
H -2.292 1.530 4.412
H 1.859 1.833 3.384
H 1.918 -0.590 2.877
*
```

Results
E_HOMO (alpha / beta) = -12.5 / -12.5 eV
Kohn-Sham gap (alpha / beta) = 7.4 / 7.0 eV
electronic energy = -3821.30025 hartree
energy relative to the best compared isomer or geometry (same formula, charge and spin) = 0.0 kJ/mol

Atomic partial charges in e from the natural (NBO) method, atoms 1 to 4: number 1, W, carries 1.7829; number 2, N, carries -0.5546; number 3, C, carries 0.4812; number 4, N, carries -0.3110